DFT (the ωB97M-V functional and the def2-TZVPD basis) results for 11 unconnected molecules or ions with the total composition C37H64N2O9 at a distorted geometry.

```
112
Properties=species:S:1:pos:R:3:forces:R:3
N 3.08922 -0.23414 1.59651 2.36 0.20 3.34
C 2.38751 -1.36604 1.69350 2.94 -0.48 1.84
C 3.05878 -2.59715 1.84281 0.49 1.07 1.27
C 4.45067 -2.57803 2.01887 -0.66 0.12 -0.87
C 5.17443 -1.37968 1.88638 -0.95 -0.73 -0.32
C 4.44146 -0.20908 1.67065 -0.26 -2.71 2.68
H 1.33417 -1.17526 1.55045 1.06 -1.38 1.22
H 2.45207 -3.49000 1.87605 0.25 -0.28 0.38
H 4.96402 -3.51669 2.16655 0.14 -0.06 0.04
H 6.25314 -1.43194 1.87990 0.08 0.32 0.25
H 5.00194 0.70219 1.81840 -0.43 0.51 -0.51
N -0.52430 1.38449 2.77669 -0.79 0.50 -0.93
C -1.25957 1.93755 1.76714 0.53 -0.19 2.85
C -1.17299 3.27841 1.38369 -0.42 0.49 1.11
C -0.35503 4.09084 2.05628 0.71 1.33 0.96
C 0.39128 3.57354 3.07758 0.75 -1.23 1.65
C 0.31786 2.19909 3.40914 -0.52 1.92 -0.89
H -1.95506 1.31416 1.22485 0.67 -0.09 1.06
H -1.67592 3.68525 0.51885 0.45 0.54 1.37
H -0.30773 5.11785 1.72548 0.11 0.07 0.44
H 1.09661 4.14957 3.65818 -0.24 0.29 -0.08
H 0.96030 1.86025 4.20842 -0.09 -0.54 0.03
C 1.82816 4.64618 -0.35936 0.23 0.28 0.87
C 2.08930 5.00791 1.11326 0.88 -0.66 0.73
O 1.74599 6.05457 1.59852 0.00 0.36 -0.25
C 2.91127 4.00146 1.97963 0.99 0.07 -0.80
H 2.74407 4.78235 -0.93442 0.23 -0.23 0.10
H 1.11172 5.34178 -0.79633 -0.20 -0.15 0.22
H 1.50618 3.60602 -0.40927 0.06 0.48 -0.13
H 3.07423 4.18346 3.04189 -0.83 0.64 -0.07
H 3.94082 4.11159 1.63904 0.25 -0.16 -0.61
H 2.66279 2.94414 1.88788 -0.18 0.07 -0.42
C 2.54742 -0.52564 -1.90012 3.08 0.38 -1.27
C 3.78536 0.30332 -1.77063 1.64 1.32 -0.61
O 4.72496 0.26554 -2.57180 -1.37 -0.77 0.29
C 3.95194 1.22208 -0.61612 0.59 1.25 -0.54
H 1.65042 0.09158 -1.84981 0.82 -0.43 -0.42
H 2.55870 -1.31069 -1.14403 1.11 1.29 -0.44
H 2.77470 -1.04807 -2.82937 -0.48 0.61 0.46
H 4.03718 0.59365 0.27041 -0.52 1.47 -1.42
H 3.23208 2.03813 -0.55318 -0.78 -0.63 0.38
H 4.85042 1.82191 -0.76117 0.52 -0.49 -0.09
C -4.38787 -1.74445 -3.10408 -0.50 -0.87 -0.30
C -3.46351 -2.42661 -2.16157 1.68 -1.46 1.22
O -3.61222 -3.53173 -1.64532 -0.78 1.10 -0.76
C -2.14834 -1.70239 -1.91552 -4.03 -2.31 -0.94
H -4.93149 -0.90341 -2.67369 0.28 0.08 0.01
H -5.11728 -2.47441 -3.45510 -0.03 0.12 -0.18
H -3.71227 -1.43841 -3.90283 -0.44 0.39 -0.30
H -1.69237 -2.13257 -1.02382 -1.07 -0.55 -1.20
H -2.47467 -0.69050 -1.67533 1.73 -0.88 -2.21
H -1.45135 -1.74058 -2.75268 -2.26 -0.83 0.14
C 1.49420 -2.07140 -4.00736 0.05 -1.20 -0.52
C 0.49556 -1.04988 -3.49720 0.64 1.58 1.66
O -0.14771 -1.12162 -2.43702 4.67 1.53 -3.83
C 0.56973 0.29535 -4.25139 -0.43 -1.31 -0.91
H 2.45099 -1.66688 -4.33758 -0.64 0.57 -0.86
H 1.00833 -2.64170 -4.79906 0.04 0.01 -0.39
H 1.84328 -2.83793 -3.31551 -0.57 0.67 -0.29
H 1.35331 0.11687 -4.98777 0.49 0.89 0.35
H 0.63937 1.16914 -3.60353 0.42 -0.26 0.01
H -0.27026 0.48824 -4.91870 -0.60 -0.26 0.26
C -1.45524 -2.94591 4.65989 -2.61 0.50 1.34
C -0.51703 -3.01435 3.56119 1.85 -1.51 -2.25
O 0.19724 -3.99582 3.34955 -0.71 1.28 0.36
C -0.53343 -1.82205 2.57318 -0.11 -1.64 3.03
H -1.82885 -1.93594 4.82865 0.59 0.29 0.42
H -1.38706 -3.50332 5.59409 1.09 0.12 -0.13
H -2.40322 -3.35734 4.31325 -0.15 -0.41 -0.73
H 0.23611 -1.17077 2.98760 -0.19 0.27 -0.25
H -1.47671 -1.30005 2.73392 -0.03 0.12 -0.41
H -0.33081 -2.06282 1.52960 0.35 -1.31 1.94
C -4.74449 0.32159 2.32811 -0.06 -0.67 -0.35
C -4.46553 0.26861 0.84825 1.03 -1.71 -1.27
O -5.19236 0.79856 0.04163 -1.88 0.36 1.46
C -3.23175 -0.49521 0.31872 -3.69 0.29 3.91
H -4.47673 -0.52005 2.96691 0.80 -0.31 -0.56
H -5.82991 0.27991 2.41884 0.01 1.32 0.25
H -4.12160 1.16113 2.63678 -0.78 0.49 0.63
H -3.43999 -1.46900 0.76199 0.22 -0.60 -0.17
H -2.41605 -0.13831 0.94748 -0.93 -0.22 -0.34
H -3.13055 -0.62998 -0.75816 -1.21 0.75 2.35
C -3.60842 1.35057 -1.89679 1.48 1.30 -0.60
C -3.11703 2.46033 -0.95598 -2.29 -0.17 -1.86
O -2.21871 2.31329 -0.18866 -2.63 -2.32 -3.86
C -3.91846 3.72245 -0.99706 -1.10 0.02 0.35
H -4.43727 0.82816 -1.41908 0.51 0.18 -0.35
H -2.71720 0.74019 -2.04256 -0.39 0.26 -0.56
H -3.98478 1.73613 -2.84432 0.24 0.22 -0.10
H -4.00577 4.22601 -0.03430 0.60 0.13 -0.01
H -4.93736 3.38278 -1.18301 -0.15 0.25 -0.42
H -3.60514 4.40805 -1.78440 0.01 -0.06 0.00
C 2.16970 -5.08725 -1.02174 -1.61 0.83 -0.66
C 1.23334 -3.83526 -1.40613 -1.31 -0.35 -1.29
O 0.46032 -3.71005 -2.38057 1.68 -2.62 2.50
C 1.27792 -2.67591 -0.48938 0.76 -1.25 0.93
H 2.64703 -4.94430 -0.05229 -0.05 0.19 -0.16
H 2.91528 -5.36033 -1.76849 -0.05 0.38 -0.18
H 1.50243 -5.94602 -0.94867 -0.06 -0.07 0.03
H 2.11850 -2.76431 0.19887 -0.36 -0.09 -1.04
H 0.40980 -2.64130 0.16885 0.35 -0.77 -0.36
H 1.37042 -1.72292 -1.01030 -1.40 -1.86 0.49
C 0.18748 1.57904 -0.62091 0.71 -0.44 -1.33
C 0.44262 0.18291 -0.10810 -2.42 0.95 0.72
O 1.52713 -0.14361 0.27475 -1.92 2.62 -3.53
C -0.74081 -0.75941 -0.02619 1.67 2.41 -0.68
H -0.45692 2.12342 0.06937 1.68 -0.40 -0.73
H -0.40306 1.60168 -1.53680 -0.06 -0.46 -0.16
H 1.13268 2.05435 -0.88318 -0.09 -0.18 0.41
H -0.91886 -1.14690 0.97692 -0.41 1.61 -1.88
H -0.46093 -1.56161 -0.70900 -0.07 1.15 1.23
H -1.61205 -0.22063 -0.39868 2.26 -0.24 0.02
```
Positions in Å, forces in eV/Å.

For the HOMO energy, the calculation gives -8.44 eV. As for the multiplicity: 1. The value obtained for the relative energy (zero: lowest compared OMol25 entry of this formula, charge and spin) is 447.47 kcal/mol.